Below is a molecular structure, C2H6N4O, with properties calculated with wB97M-V/def2-TZVPD.

Last column: natural (NBO) charge in e.
Cartesian coordinates (Å):
N 0.962 0.727 -0.577  -0.494
N -1.011 -0.089 -0.516  -0.729
C 0.211 -0.434 -0.006  0.547
N 1.789 1.495 0.298  -0.631
C -2.186 -0.747 -0.271  0.538
N 0.765 -1.230 0.801  -0.724
O -3.259 -0.419 -0.720  -0.558
H 1.517 0.454 -1.387  0.397
H -0.301 0.950 -0.946  0.474
H 1.167 2.037 0.891  0.359
H 2.288 0.837 0.897  0.369
H 0.125 -1.905 1.210  0.361
H -2.067 -1.676 0.325  0.092

Highest occupied orbital energy   -9.7 eV
ΔE to the lowest compared entry with this formula, charge and spin   79.6 kcal/mol
LUMO level   0.7 eV
Gap between HOMO and LUMO   10.43 eV
Net charge   0
Total energy   -373.98358 Eh